C45H31BiBr2Cl2NO2PS3 as an isolated structure, computed with ωB97M-V/def2-TZVPD.

```
88
Properties=species:S:1:pos:R:3:mulliken_charge:R:1
Bi -0.3082 0.5296 0.7608 0.887
Br 4.7886 1.4103 1.2991 -0.158
C 3.5350 1.4151 2.7034 -0.055
C 4.0026 1.5931 4.0156 -0.289
C 3.1431 1.5968 5.0766 -0.069
Br 3.8346 1.8119 6.8285 -0.244
C 1.7529 1.4518 4.8665 0.565
C 0.7685 1.4724 5.8769 -0.999
C -0.5523 1.3354 5.5524 -0.874
C -0.9034 1.1720 4.2026 -0.927
N -0.0083 1.1493 3.2489 0.996
C 1.3045 1.2725 3.5403 0.166
C 2.2007 1.2056 2.4205 0.470
O 1.7733 0.9439 1.2203 -0.744
H 5.0644 1.7163 4.1762 0.435
H 1.0750 1.5989 6.9060 0.342
H -1.3211 1.3515 6.3107 0.429
H -1.9400 1.0649 3.9031 0.548
C 1.5531 -1.0226 -5.7784 -0.553
C 0.1886 -1.2237 -5.6419 -0.771
C -0.4786 -0.7458 -4.5230 -0.405
C 0.2248 -0.0673 -3.5345 0.387
C 1.5967 0.1273 -3.6716 -0.497
C 2.2567 -0.3432 -4.7930 -0.743
P -0.5618 0.6208 -2.0537 1.091
C -2.2893 0.0459 -2.1429 0.487
C -2.5059 -1.3056 -1.8637 0.124
C -3.7894 -1.8242 -1.8735 -0.662
C -4.8715 -0.9932 -2.1327 -0.588
C -4.6639 0.3563 -2.3812 -0.859
C -3.3765 0.8768 -2.3915 -0.691
C -0.6145 2.4054 -2.3539 0.244
C -0.7201 2.9217 -3.6184 -0.117
C -0.7745 4.3112 -3.8291 -0.970
C -0.7119 5.1571 -2.7598 -0.744
C -0.5838 4.6615 -1.4405 1.330
C -0.5035 5.5540 -0.3454 -0.873
C -0.3646 5.0744 0.9199 -1.101
C -0.2937 3.6809 1.1425 -0.195
C -0.3655 2.7664 0.1225 -0.664
C -0.5251 3.2619 -1.2118 -0.272
H 2.0711 -1.4008 -6.6498 0.396
H -0.3608 -1.7581 -6.4047 0.440
H -1.5417 -0.9150 -4.4183 0.401
H 2.1463 0.6409 -2.8942 0.486
H 3.3234 -0.1949 -4.8903 0.442
H -1.6590 -1.9487 -1.6319 -0.056
H -3.9438 -2.8740 -1.6673 0.469
H -5.8749 -1.3967 -2.1428 0.393
H -5.5048 1.0062 -2.5852 0.414
H -3.2221 1.9289 -2.5923 0.392
H -0.7578 2.2544 -4.4717 0.519
H -0.8604 4.6984 -4.8347 0.400
H -0.7492 6.2294 -2.9049 0.395
H -0.5502 6.6180 -0.5367 0.375
H -0.2992 5.7533 1.7593 0.475
H -0.1647 3.3495 2.1630 0.375
O 0.6617 -1.2719 -0.2559 0.264
C 1.1882 -2.3638 0.4110 3.082
C 0.5638 -3.6108 -0.1885 -0.537
C 0.2129 -4.7916 0.3893 -0.299
C -0.2349 -5.7547 -0.5572 -0.797
C -0.2167 -5.2747 -1.8292 -0.635
S 0.3479 -3.6571 -1.8935 0.014
C 2.6908 -2.4381 0.1816 -0.525
C 3.5861 -3.3988 0.5523 -0.277
C 4.8977 -3.1320 0.0858 -0.929
C 4.9579 -1.9788 -0.6382 -0.676
S 3.4344 -1.2151 -0.7505 0.047
C 0.8899 -2.3227 1.9001 -1.035
C -0.3503 -2.3572 2.4755 -0.375
C -0.3104 -2.2551 3.8903 -1.211
C 0.9640 -2.1521 4.3607 -0.447
S 2.1135 -2.1891 3.0964 -0.098
H 0.2747 -4.9711 1.4517 0.551
H -0.5653 -6.7487 -0.2964 0.413
H -0.5179 -5.7779 -2.7308 0.497
H 3.3108 -4.2767 1.1179 0.581
H 5.7482 -3.7676 0.2768 0.444
H 5.8211 -1.5372 -1.1040 0.505
H -1.2563 -2.4805 1.8990 0.733
H -1.1845 -2.2636 4.5236 0.458
H 1.2874 -2.0589 5.3832 0.528
Cl -3.7445 0.0347 1.1944 0.023
C -5.3826 0.7080 1.1314 -0.377
Cl -5.7314 1.7461 2.5170 -0.178
H -6.0843 -0.1199 1.1329 0.364
H -5.4594 1.2986 0.2230 0.142
```

The value obtained for the frontier orbital gap is 7.50 eV. The calculation puts the lowest unoccupied orbital energy at -0.1435 eV. The energy above the lowest of the compared OMol25 structures with the same formula, charge and spin is 0.0 kcal/mol. The HOMO energy comes out at -0.28105 hartree. Its total energy is -265517.938 eV. For the maximum force, the calculation gives 0.56 eV/Å.